## one
ORCA calculation (ωB97M-V with the def2-TZVPD basis set) on C18H28N2O2 as an isolated structure.

Values from the calculation:
Gap between HOMO and LUMO in eV: 8.95
Highest occupied orbital energy in eV: -8.61

ORCA input file:
```
! wB97M-V def2-TZVPD RIJCOSX def2/J DEFGRID3
* xyz 0 1
C -5.21 -3.51 -2.56
C -4.56 -2.34 -2.00
H -4.32 -2.67 -0.98
H -5.16 -1.40 -1.98
C -3.17 -1.71 -2.67
C -2.49 -0.79 -1.55
O -3.11 0.24 -1.15
C -1.04 -1.13 -1.19
C -0.18 -2.20 -1.41
N 0.80 -2.05 -0.69
C 0.94 -1.05 0.12
C -0.26 -0.32 -0.21
H -0.91 0.76 0.10
C 1.96 -0.66 0.93
O 2.99 -1.21 0.85
N 1.77 0.58 1.78
H 0.81 1.20 1.56
C 2.80 1.11 2.59
C 3.70 2.05 1.67
H 4.32 2.58 2.62
C 2.93 3.26 0.97
C 2.25 4.18 2.07
C 1.30 3.60 3.00
C 2.00 2.91 4.26
H 3.17 3.45 4.04
C 2.20 1.44 3.80
H 2.78 1.29 4.65
H 1.38 0.83 3.92
H 1.41 3.11 5.15
H 0.63 4.54 3.42
H 0.60 2.97 2.46
H 3.02 4.95 2.28
H 1.61 4.87 1.22
H 2.06 2.81 0.40
H 3.52 3.78 0.35
H 4.39 1.44 1.06
H 3.57 0.27 2.52
H 1.56 -2.78 -0.41
H -0.37 -3.12 -1.98
H -2.38 -2.88 -2.47
C -3.44 -1.31 -3.84
C -1.89 -1.07 -4.30
H -2.04 -0.49 -5.48
H -1.42 -0.15 -3.92
H -1.20 -1.87 -4.67
H -3.97 -0.37 -3.93
H -3.97 -1.92 -4.58
H -5.60 -3.17 -3.66
H -5.96 -3.77 -2.16
H -4.37 -4.33 -2.50
*
```

=====

## two
ORCA calculation (ωB97M-V with the def2-TZVPD basis set) on an isolated molecule of C18H28N2O2.

Values from the calculation:
SMILES: CCN1C(=O)CC[C@H]1C(=O)NC[C@]12C[C@H]3C[C@H](C[C@H](C3)C1)C2
Gap between HOMO and LUMO in eV: 9.96
Highest occupied orbital energy in eV: -9.29

ORCA input file:
```
! wB97M-V def2-TZVPD RIJCOSX def2/J DEFGRID3
* xyz 0 1
C 3.36 -2.61 2.09
C 3.47 -1.09 2.07
N 2.20 -0.48 2.41
C 2.17 0.87 2.62
O 3.14 1.58 2.56
C 0.79 1.36 3.10
C 0.09 -0.03 3.37
C 0.91 -1.15 2.69
C 0.22 -1.70 1.45
O -0.66 -2.57 1.54
N 0.78 -1.50 0.19
C 0.05 -1.79 -1.06
C -0.68 -0.47 -1.43
C -1.67 0.02 -0.24
C -2.32 1.31 -0.68
C -1.29 2.38 -1.02
C -0.40 1.97 -2.19
C -1.30 1.67 -3.45
C -2.23 0.62 -3.08
C -3.17 1.06 -1.97
C -1.56 -0.66 -2.73
C 0.29 0.64 -1.85
H 3.30 -3.03 3.12
H 2.55 -3.15 1.48
H 4.20 -3.07 1.62
H 3.84 -0.81 1.09
H 4.32 -0.83 2.75
H 0.36 1.95 2.28
H 0.71 2.06 3.93
H -0.99 -0.05 3.15
H 0.08 -0.22 4.44
H 1.07 -1.98 3.38
H 1.48 -0.80 0.20
H 0.73 -2.29 -1.72
H -0.79 -2.43 -0.84
H -2.39 -0.75 0.06
H -1.11 0.31 0.67
H -3.07 1.61 -0.02
H -0.69 2.66 -0.19
H -1.93 3.29 -1.23
H 0.29 2.73 -2.42
H -0.75 1.24 -4.30
H -1.68 2.58 -3.76
H -2.74 0.30 -4.00
H -4.00 0.33 -1.84
H -3.70 1.94 -2.38
H -0.98 -0.93 -3.63
H -2.31 -1.36 -2.52
H 0.89 0.26 -2.64
H 1.12 0.98 -1.10
*
```

=====

Least stable: one

=====

## one
ORCA calculation (ωB97M-V with the def2-TZVPD basis set) on a 2-piece molecular cluster, C6H16NO overall.

Values from the calculation:
Gap between HOMO and LUMO in eV: 9.42
Highest occupied orbital energy in eV: -12.79

ORCA input file:
```
! wB97M-V def2-TZVPD RIJCOSX def2/J DEFGRID3
* xyz 1 1
C -0.26 -1.07 -0.66
C -0.68 0.43 -0.74
C 0.40 1.44 -0.32
C 0.92 2.23 -1.26
C 0.57 1.51 1.21
C -0.56 2.34 1.80
N -1.01 -1.78 0.46
H 0.82 -1.18 -0.54
H -0.46 -1.44 -1.65
H -1.61 0.65 -0.19
H -0.90 0.64 -1.79
H 1.69 2.92 -0.97
H 0.55 2.52 -2.25
H 0.58 0.45 1.42
H 1.53 2.08 1.28
H -0.69 2.71 2.81
H -0.57 3.32 1.33
H -1.59 2.02 1.61
H -1.98 -1.49 0.44
H -0.39 -1.74 1.27
H -0.85 -2.77 0.20
H 1.40 -3.49 -1.30
H 1.07 -4.32 -0.01
O 0.72 -3.67 -0.64
*
```

=====

## two
ORCA calculation (ωB97M-V with the def2-TZVPD basis set) on an isolated ion of composition C6H16NO and charge +1.

Values from the calculation:
SMILES: CC(C)OC(C)(C)[NH3+]
Gap between HOMO and LUMO in eV: 10.28
Highest occupied orbital energy in eV: -13.70

ORCA input file:
```
! wB97M-V def2-TZVPD RIJCOSX def2/J DEFGRID3
* xyz 1 1
C -0.92 -1.71 1.05
C -0.61 -0.21 1.34
C -0.12 -0.04 2.76
O 0.44 0.47 0.65
C 0.37 0.45 -1.11
C 1.39 -0.60 -1.61
C -1.09 0.45 -1.52
N 1.03 1.88 -1.26
H -1.61 -2.10 1.69
H -1.09 -1.79 -0.02
H -0.02 -2.15 1.22
H -1.46 0.46 0.97
H 0.24 0.97 2.85
H 0.63 -0.81 2.80
H -0.72 -0.14 3.58
H 0.95 -1.61 -1.62
H 1.54 -0.43 -2.71
H 2.32 -0.47 -1.11
H -1.64 1.16 -0.83
H -1.08 0.76 -2.56
H -1.46 -0.61 -1.32
H 0.38 2.55 -1.08
H 1.40 1.91 -2.23
H 1.60 1.89 -0.42
*
```

=====

Least stable: two

=====

## one
ORCA calculation (ωB97M-V with the def2-TZVPD basis set) on an isolated ion of composition C5H10NOS and charge -1.

Values from the calculation:
SMILES: CN(C)C(=O)CC[S-]
Gap between HOMO and LUMO in eV: 6.14
Highest occupied orbital energy in eV: -2.46

ORCA input file:
```
! wB97M-V def2-TZVPD RIJCOSX def2/J DEFGRID3
* xyz -1 1
C 0.74 -1.15 -1.51
N 1.09 0.14 -0.94
C 1.49 1.08 -1.96
C 0.75 0.65 0.29
O 0.78 1.85 0.50
C 0.43 -0.34 1.43
C -1.05 -0.33 1.75
S -2.09 -0.74 0.27
H 1.28 -1.33 -2.44
H 1.25 -1.97 -0.96
H -0.32 -1.41 -1.48
H 1.96 1.94 -1.47
H 0.65 1.37 -2.61
H 2.32 0.86 -2.65
H 0.79 -1.29 1.03
H 1.11 -0.18 2.26
H -1.37 -1.11 2.44
H -1.39 0.62 2.16
*
```

=====

## two
ORCA calculation (ωB97M-V with the def2-TZVPD basis set) on a 2-piece molecular cluster, C5H10NOS overall.

Values from the calculation:
Gap between HOMO and LUMO in eV: 3.44
Highest occupied orbital energy in eV: -3.47

ORCA input file:
```
! wB97M-V def2-TZVPD RIJCOSX def2/J DEFGRID3
* xyz -1 1
C 3.04 -0.01 0.51
C 3.91 0.86 0.99
S -4.18 0.22 0.62
C 1.90 0.35 -0.46
N 0.61 0.20 0.28
C -0.17 -0.97 -0.13
C -1.59 -0.63 -0.46
O 1.94 -0.31 -1.60
H 2.04 1.46 -0.59
H 3.10 -1.06 0.78
H 4.79 0.63 1.57
H 3.80 1.91 0.71
H 0.00 1.00 0.24
H -0.09 -1.70 0.68
H 0.30 -1.33 -1.06
H -1.69 -0.01 -1.35
H -2.27 -0.13 0.30
H -2.12 -1.56 -0.69
*
```

=====

Least stable: two

=====

## one
ORCA calculation (ωB97M-V with the def2-TZVPD basis set) on an isolated ion of composition C2H9N4 and charge +1.

Values from the calculation:
SMILES: NC(=[NH2+])C(N)N
Gap between HOMO and LUMO in eV: 10.74
Highest occupied orbital energy in eV: -14.07

ORCA input file:
```
! wB97M-V def2-TZVPD RIJCOSX def2/J DEFGRID3
* xyz 1 1
N -0.86 -1.57 0.53
C -0.78 -0.29 0.36
N -1.63 0.56 0.73
C 0.32 0.29 -0.53
N 1.47 -0.67 -0.65
N 0.65 1.64 0.02
H -1.54 -2.11 1.02
H -0.11 -2.15 0.11
H -1.66 1.53 0.48
H -2.40 0.08 1.24
H -0.07 0.38 -1.58
H 1.78 -0.96 -1.58
H 2.26 -0.21 -0.14
H 1.36 1.46 0.75
H 1.19 2.03 -0.74
*
```

=====

## two
ORCA calculation (ωB97M-V with the def2-TZVPD basis set) on C2H9N4 as an isolated structure.

Values from the calculation:
Gap between HOMO and LUMO in eV: 9.50
Highest occupied orbital energy in eV: -13.99

ORCA input file:
```
! wB97M-V def2-TZVPD RIJCOSX def2/J DEFGRID3
* xyz 1 1
C -1.95 0.49 -0.18
C 2.45 -0.96 -0.12
N -0.84 0.73 0.35
N -2.99 0.64 0.61
N 1.06 -1.07 0.09
N 0.29 0.51 -0.33
H -2.18 0.13 -1.19
H 2.96 0.06 0.25
H 3.00 -1.84 0.25
H 2.84 -0.94 -1.13
H -4.00 0.82 0.30
H -2.70 0.98 1.46
H 0.82 -1.11 1.06
H 0.30 0.43 -1.39
H 0.95 1.12 -0.03
*
```

=====

## three
ORCA calculation (ωB97M-V with the def2-TZVPD basis set) on a 3-piece molecular cluster, C2H9N4 overall.

Values from the calculation:
Gap between HOMO and LUMO in eV: 11.22
Highest occupied orbital energy in eV: -14.59

ORCA input file:
```
! wB97M-V def2-TZVPD RIJCOSX def2/J DEFGRID3
* xyz 1 1
C -4.09 0.40 -0.16
C -0.40 -1.54 -0.07
N -5.20 0.68 0.16
N 0.93 -1.58 -0.31
N -0.96 -0.33 -0.20
N 1.75 1.25 0.47
H -0.94 -2.36 0.24
H -6.10 0.96 0.44
H 1.30 -0.70 -0.56
H 1.38 -2.48 -0.59
H -1.95 -0.20 0.07
H -0.31 0.45 -0.35
H 1.23 1.72 1.24
H 2.07 2.06 -0.22
H 2.58 0.79 0.88
*
```

=====

Least stable: two